# 1
This record from the Open Molecules 2025 dataset describes C70H55BrMnN2O3P2STe as an isolated structure at a distorted geometry. The level of theory is the ωB97M-V functional and the def2-TZVPD basis.

```
136
Properties=species:S:1:pos:R:3:forces:R:3
C -7.214 1.747 1.035 0.0 0.0 0.0
C 2.164 2.222 -4.569 -0.3 0.5 -0.3
C -1.688 2.526 -1.500 0.6 -0.7 0.1
H 2.909 3.728 -0.992 0.1 0.0 0.0
H -8.310 0.296 -0.102 -0.1 0.0 0.0
C -3.706 3.649 4.742 0.0 0.0 -0.1
C -0.935 -3.158 -1.064 -0.1 0.1 -0.6
C -3.776 -2.218 1.632 0.0 0.0 -0.2
C -1.070 -4.306 -1.902 0.1 0.2 0.3
H 1.707 2.000 0.300 0.1 0.1 -0.1
N 1.368 0.059 -1.685 0.3 -0.6 0.4
C 0.126 2.958 -3.518 0.0 -0.3 0.3
H -3.359 -2.122 -2.883 0.0 0.0 0.0
C -4.853 1.373 1.231 -0.6 -0.4 -0.5
H -4.456 1.842 -1.694 -0.1 0.0 0.1
H -1.158 -6.751 0.462 0.0 -0.1 0.0
H 5.606 -2.472 -4.829 0.2 0.1 0.0
C 0.287 1.636 3.154 0.1 0.0 -0.1
H -0.960 -2.733 -4.908 0.0 0.0 -0.1
H -3.478 -1.358 2.215 0.0 0.1 0.1
H -1.210 -4.989 -3.935 0.0 -0.1 -0.1
H -0.949 -0.028 3.696 -0.1 -0.1 0.0
C -3.995 -0.809 -4.429 0.0 0.0 -0.2
H -4.365 3.904 5.558 -0.1 0.0 0.1
C 5.295 1.131 3.102 0.1 0.0 0.1
H -4.038 -3.470 3.340 0.0 0.0 0.2
C -4.449 -4.510 1.513 0.0 -0.1 -0.1
Te 3.170 -0.586 1.900 0.9 0.4 1.3
C 4.923 0.306 4.159 0.2 0.1 -0.1
C 2.334 -3.189 -2.946 -0.2 0.0 0.1
C 1.984 3.980 -0.492 0.1 0.0 0.0
H -1.090 4.650 -4.067 -0.1 0.1 0.0
H -8.086 2.338 1.278 0.0 0.0 0.0
C -4.511 -4.409 0.135 -0.1 -0.2 0.0
C 4.449 1.168 1.874 -0.4 -0.2 -0.3
C 4.684 -2.666 -4.303 -0.1 0.0 0.0
C -1.956 2.863 2.732 -0.7 -0.4 -0.5
C 1.456 5.259 -0.589 0.0 0.1 0.0
H -5.895 3.047 2.099 0.0 -0.1 0.1
H 4.647 -4.208 -6.597 0.0 0.0 -0.1
C -3.277 2.407 2.737 0.4 0.5 0.2
H -6.272 -0.927 -0.792 0.0 -0.1 -0.1
C -5.978 2.136 1.526 0.1 0.3 0.1
C 1.312 3.012 0.230 0.0 0.0 0.2
H -5.087 2.263 3.890 -0.1 0.0 -0.1
H 1.448 -3.401 -2.373 -0.2 -0.1 0.0
C -0.888 -1.744 -2.998 0.0 -0.1 0.6
H 4.828 -0.930 -3.046 0.1 0.1 0.0
H 2.914 2.335 -5.340 0.0 0.0 0.0
H -1.257 -6.440 -1.987 0.0 -0.1 -0.1
C 5.684 0.304 5.321 0.0 0.0 0.1
C -3.721 -1.134 -3.111 -0.1 -0.1 0.1
C -4.124 2.738 3.789 -0.2 -0.2 0.0
C -4.414 0.464 -4.767 0.0 -0.1 -0.1
C 3.958 -3.811 -4.616 0.0 0.0 0.0
C 3.058 -2.049 -2.663 -0.2 0.4 0.3
C -0.432 4.593 0.736 0.1 -0.1 0.1
H 2.608 3.050 5.168 0.1 0.0 0.0
C -4.086 -3.404 2.264 0.0 0.0 0.0
H -2.711 4.267 -2.210 -0.1 0.0 0.0
C 3.717 -0.556 4.015 -0.6 -0.2 -0.1
H -4.905 2.409 -4.025 0.0 0.1 0.0
H 3.756 -5.550 -5.858 0.0 -0.1 -0.1
H 5.412 -5.196 -5.363 0.0 0.0 0.0
C -1.094 -4.121 -3.300 0.0 0.1 -0.2
H 1.984 6.016 -1.150 0.0 0.1 -0.1
H -3.858 -1.559 -5.194 0.0 -0.1 -0.1
C 0.240 1.899 -2.583 0.0 0.1 -0.4
P -0.760 1.933 1.662 0.6 0.6 0.9
H 1.730 1.351 6.720 0.1 0.0 0.1
C -4.950 0.315 0.324 0.4 0.4 0.3
H 3.123 0.489 -3.730 0.1 0.1 0.0
C 0.108 3.318 0.860 0.0 -0.1 0.0
O -3.587 1.594 1.687 0.0 0.0 0.2
C 4.466 -4.749 -5.669 0.0 0.0 0.0
C 4.244 -1.792 -3.328 0.2 0.1 0.0
C -0.165 0.643 4.019 0.1 0.1 -0.2
C 1.827 2.377 4.844 0.1 0.0 0.1
H -2.143 4.978 5.366 0.0 0.1 0.1
H 5.035 1.160 0.959 0.0 0.0 -0.1
C -6.201 -0.075 -0.132 0.0 0.1 0.2
C 7.177 1.923 4.382 0.1 0.1 -0.1
C 6.429 1.923 3.218 0.1 0.1 0.0
Br -0.533 -1.909 1.514 -0.1 -1.1 0.5
H -0.866 -0.767 -3.472 0.1 0.0 0.0
H 2.904 -0.161 4.618 -0.1 0.0 0.0
C -4.316 1.087 -2.455 0.0 -0.1 0.0
O 1.852 -1.827 -0.353 0.3 -0.3 -0.6
H 1.664 3.271 2.910 0.0 0.0 0.0
H -4.798 -5.266 -0.457 0.0 -0.1 0.0
O 3.718 -0.295 -0.845 0.1 0.1 -0.7
C -0.964 -2.870 -3.835 -0.1 -0.1 -0.1
C -3.885 -0.194 -2.101 0.2 -0.1 0.1
H 2.213 -4.955 -4.143 -0.1 -0.1 0.0
C 0.354 0.536 5.296 0.0 0.0 0.0
H -2.374 2.342 -0.678 0.0 0.0 0.0
H 8.055 2.547 4.460 0.1 0.0 0.0
H -4.283 -3.168 -1.577 0.0 0.0 0.0
H -0.164 6.562 -0.060 0.0 0.0 0.0
H -1.387 4.824 1.189 0.0 0.0 0.0
C -3.830 -2.108 0.241 0.1 0.1 -0.1
C 1.113 3.107 -4.509 0.4 -0.1 -0.3
P -3.386 -0.423 -0.348 -0.7 -0.2 0.0
C 1.303 2.492 3.567 0.0 -0.2 -0.1
H -0.021 -0.224 5.966 0.0 -0.1 0.1
C 1.339 1.416 5.716 0.0 0.1 0.1
C -0.908 -1.844 -1.616 0.2 -0.1 -0.2
H -4.616 0.716 -5.798 0.0 0.0 -0.1
H -4.689 -5.444 1.998 0.0 -0.1 0.0
Mn -0.354 -0.230 -0.360 0.1 0.8 -1.1
H 5.400 -0.345 6.136 0.0 -0.1 0.1
C -1.152 -5.590 -1.328 0.0 -0.2 0.1
H -0.829 -4.793 1.933 0.0 0.0 0.2
H 3.831 2.070 1.877 -0.1 -0.1 -0.1
H 3.923 -1.565 4.367 0.0 -0.1 -0.1
C -1.084 -5.767 0.024 -0.1 -0.1 -0.3
C -4.580 1.411 -3.770 0.0 0.1 -0.1
S 2.528 -0.975 -1.322 -0.5 -0.1 0.3
C 1.359 1.011 -2.644 0.5 0.1 -0.5
H 7.376 1.109 6.353 0.1 0.0 0.1
H 6.737 2.537 2.383 0.0 0.1 -0.1
C -2.455 4.233 4.650 0.2 0.1 0.1
C -4.209 -3.216 -0.503 0.0 0.1 0.0
C -0.978 3.824 -3.380 -0.2 -0.3 0.4
C 0.251 5.566 0.025 0.1 0.1 -0.1
H 1.025 3.912 -5.224 0.0 0.1 0.0
C -7.339 0.616 0.244 0.0 -0.1 -0.1
H -0.571 4.206 3.646 0.1 0.0 0.1
C -1.572 3.806 3.675 -0.1 0.1 -0.1
C -1.875 3.604 -2.363 0.2 0.4 -0.5
N -0.671 1.684 -1.600 -0.7 0.4 -0.1
C 6.798 1.115 5.440 0.0 -0.1 0.1
C 2.781 -4.063 -3.924 0.0 0.1 0.0
C 2.293 1.175 -3.660 -0.3 -0.1 0.5
C -0.909 -4.663 0.866 0.1 0.7 0.2
C -0.839 -3.413 0.320 0.1 -0.1 0.4
```
Positions in Å, forces in eV/Å.

Values from the calculation:
- Strongest force on any atom: 1.62 eV/Å
- Energy relative to the best compared isomer or geometry (same formula, charge and spin): 27.0 kcal/mol
- ⟨S²⟩: 8.761
- HOMO-LUMO gap (spin up / spin down): 6.72 / 6.70 eV
- Multiplicity: 6
- LUMO level (spin up / spin down): 0.03 / -0.07 eV

---

# 2
This record from the Open Molecules 2025 dataset describes a 2-piece molecular cluster, C5H8O4 overall at a distorted geometry. The level of theory is the ωB97M-V functional and the def2-TZVPD basis.

```
17
Properties=species:S:1:pos:R:3:forces:R:3
C 1.485 1.872 1.029 0.2 0.0 0.1
C 0.864 -1.176 -0.386 0.5 -0.4 0.1
H 1.936 0.922 1.317 0.0 0.0 0.0
H -0.960 -2.565 0.764 0.0 -0.1 0.0
H -1.483 -3.096 -0.845 -0.1 -0.1 0.0
H -2.282 -1.722 -0.073 0.0 0.0 0.1
O 1.941 -1.157 0.088 -0.3 0.1 -0.2
H 1.214 2.405 1.942 0.0 0.0 -0.1
C -1.327 -2.229 -0.204 0.3 0.2 -0.2
C -0.357 -1.275 -0.855 -0.2 -0.2 0.3
H 2.208 2.441 0.439 -0.2 -0.1 0.1
O 0.174 1.717 -0.990 0.4 -0.1 0.4
O -0.836 -0.563 -1.925 0.4 1.0 -0.3
H -0.447 0.359 -1.908 -0.5 -1.0 0.1
C 0.261 1.596 0.218 -0.5 0.8 -0.5
O -0.809 1.313 0.972 0.3 -0.1 0.5
H -1.583 1.158 0.419 0.0 0.0 -0.4
```
Positions in Å, forces in eV/Å.

Values from the calculation:
- Strongest force on any atom: 1.17 eV/Å
- Energy relative to the best compared isomer or geometry (same formula, charge and spin): 33.2 kcal/mol
- HOMO-LUMO gap: 8.72 eV
- Multiplicity: 1
- Structure (SMILES): CC(O)=C=O.CC(=O)O
- LUMO level: 0.62 eV

---

# 3
This record from the Open Molecules 2025 dataset describes C31H34BrIrN3S2 as an isolated structure at a distorted geometry. The level of theory is the ωB97M-V functional and the def2-TZVPD basis.

```
72
Properties=species:S:1:pos:R:3:forces:R:3
H 5.030 -0.898 1.397 0.0 0.0 0.0
C 5.842 1.213 -3.041 0.0 0.0 0.0
C -0.841 -3.243 -1.520 -0.1 0.0 -0.1
C 4.132 1.784 -1.446 0.0 0.0 0.0
H -4.450 -2.316 -1.860 0.0 0.0 0.0
C -0.796 0.897 1.870 0.1 -0.1 0.0
C 0.542 2.874 1.651 0.0 0.0 0.1
C -2.751 -0.421 1.359 0.0 -0.1 -0.1
C -1.551 2.923 -1.004 0.0 0.2 -0.2
C 0.051 3.352 2.859 0.0 0.0 -0.1
H 2.820 1.217 2.289 0.0 0.0 0.0
H 0.658 -4.672 -2.048 0.0 0.0 0.0
C -2.099 -3.081 -0.960 -0.2 -0.1 0.1
C 3.417 0.244 0.450 0.0 0.0 -0.6
S 0.838 1.042 -0.435 0.6 0.4 -0.1
C -0.336 -4.544 -1.637 0.0 0.0 -0.1
Ir -1.042 -0.166 -0.980 -0.1 -1.0 -0.5
N -1.289 -0.337 1.274 -0.2 0.3 0.0
H -3.979 5.070 -0.035 0.0 0.0 0.0
C -2.862 -4.183 -0.585 0.0 0.0 -0.1
H -1.992 0.777 3.654 0.0 0.0 0.0
H -0.501 2.880 -1.264 0.0 0.0 0.1
C 3.955 -0.976 1.207 0.0 0.0 0.0
C 4.888 2.103 -2.560 0.0 0.0 0.0
H 0.475 -1.361 1.667 0.0 0.0 0.0
H 6.733 -0.715 -2.762 0.0 0.0 0.0
H -1.228 2.939 4.532 0.0 0.0 0.0
C 6.006 -0.001 -2.396 0.0 0.0 0.0
N -2.216 1.762 -1.042 -0.1 0.0 0.6
N -2.670 -1.722 -0.839 0.1 0.4 -0.1
H -3.099 -1.773 -2.888 0.0 0.0 0.0
C -3.528 1.810 -0.789 -0.1 0.1 -0.2
H 4.484 1.567 1.783 0.0 0.0 0.0
Br -6.033 2.889 -0.063 -0.1 0.0 0.0
H 3.762 -1.902 0.662 0.0 0.0 0.0
H 1.960 -0.984 -0.679 -0.1 -0.1 0.1
C -4.191 2.971 -0.431 0.2 -0.2 -0.1
H 1.243 3.464 1.071 0.0 0.0 0.0
H 0.369 4.318 3.231 0.0 0.0 0.0
S 0.067 -1.864 -2.076 0.2 0.2 0.3
C -3.637 -1.590 -1.960 -0.1 -0.1 0.1
H -0.881 -2.407 1.241 0.0 0.0 0.0
H -4.082 0.889 -0.875 0.0 0.0 0.1
C 3.460 1.420 1.428 0.0 0.0 0.1
C -3.487 4.155 -0.336 -0.1 0.2 0.1
C 4.301 0.573 -0.763 0.0 0.0 0.0
C -0.846 2.584 3.583 0.0 0.0 0.1
H -3.114 -0.547 2.387 0.0 -0.2 0.0
C -1.275 1.358 3.089 0.0 0.0 -0.1
H -4.057 -0.590 -1.998 0.0 0.0 0.0
C 5.245 -0.314 -1.274 0.0 0.0 0.0
H 4.730 3.051 -3.061 0.0 0.0 0.0
H -3.133 0.529 1.004 0.0 0.1 0.2
C 0.153 1.636 1.169 -0.3 0.0 -0.2
C -2.355 -5.464 -0.714 0.0 0.0 0.0
H 6.442 1.463 -3.907 0.0 0.0 0.0
H 3.373 2.482 -1.114 0.0 0.0 0.0
H -0.661 -6.632 -1.333 0.0 0.0 0.0
H 3.443 -1.049 2.168 0.0 0.0 0.0
C -1.077 -5.638 -1.236 0.0 0.0 0.0
C -2.145 4.126 -0.655 0.1 -0.1 -0.1
C 2.008 -0.134 -0.015 0.0 0.0 0.6
H -1.542 5.023 -0.626 0.0 0.0 0.0
H -0.841 -1.663 2.870 0.0 0.0 0.0
C -0.595 -1.524 1.811 0.1 0.1 0.0
H -3.864 -4.049 -0.195 0.0 0.0 0.0
C -3.322 -1.551 0.508 0.0 0.0 -0.1
H -4.389 -1.352 0.376 0.0 -0.1 0.0
H 3.135 2.357 0.980 0.0 0.0 0.0
H -3.239 -2.489 1.047 0.0 0.0 0.0
H -2.950 -6.315 -0.411 0.0 0.0 0.0
H 5.390 -1.277 -0.802 0.0 0.0 0.0
```
Positions in Å, forces in eV/Å.

Values from the calculation:
- Strongest force on any atom: 1.13 eV/Å
- Energy relative to the best compared isomer or geometry (same formula, charge and spin): 66.3 kcal/mol
- ⟨S²⟩: 0.756
- HOMO-LUMO gap (spin up / spin down): 5.14 / 5.07 eV
- Multiplicity: 2
- LUMO level (spin up / spin down): -0.25 / -0.31 eV